# 1
C35H44N | wB97M-V/def2-TZVPD

Each line ends with the Löwdin charge.
Positions of all 80 atoms, in Å:
N 3.7651 -2.2852 -1.5949  -0.0723
C -3.9376 1.9030 3.3509  -0.2632
C 4.4723 1.0021 2.7374  -0.2131
C 5.8119 1.4632 3.2158  -0.0217
C 3.6128 1.8971 2.0893  0.0160
C 0.5482 -2.4907 -5.7993  -0.0668
C 4.1413 -2.6490 -0.2389  -0.1378
C -3.0384 1.1153 -0.2506  -0.0447
C -2.4450 -2.4318 1.1598  -0.0300
C -1.6735 -1.1014 1.1630  -0.2949
C 0.0826 -2.3939 -1.9596  -0.1194
C 1.9974 -2.3489 -3.4152  -0.1006
C 1.3634 -2.2694 -1.1890  -0.0418
C 4.8949 -2.1137 -2.4765  -0.1601
C 0.7682 -0.3071 1.1064  0.1140
C 2.6810 -2.4213 -4.6283  -0.0204
C 1.9502 -2.4927 -5.8189  -0.0684
C -1.9572 -1.1866 4.2108  -0.0507
C -2.5690 -0.1133 3.3495  -0.1999
C 1.9153 0.1536 1.7968  -0.1026
C -0.2014 -1.2809 1.6297  -0.1359
C -3.2897 0.8697 4.0256  -0.0090
C -4.7539 2.8971 4.1174  -0.0496
C 4.0190 -0.2990 2.9659  0.0101
C 0.5979 -2.3747 -3.4007  -0.1641
C -3.8140 1.9671 1.9613  -0.0025
C 1.4558 2.5548 1.0388  -0.0213
C -2.4420 -0.0381 1.9466  -0.1161
C 2.3455 -2.1218 2.9405  -0.0270
C -3.0974 1.0022 1.2540  -0.2079
C 2.4754 -2.2958 -2.0095  -0.1625
C 2.7504 -0.7252 2.5761  -0.1730
C 6.1160 -1.9964 -1.5569  -0.1450
C 5.6770 -2.5563 -0.1994  -0.1439
C 2.3529 1.5246 1.6549  -0.1660
C -0.1382 -2.4581 -4.5725  -0.0234
H -2.5379 -2.8651 2.1621  0.0728
H -1.7908 -2.1355 3.6982  0.0582
H 3.6719 -1.9823 0.5040  0.0898
H -5.5658 2.4014 4.6655  0.0897
H -5.1917 3.6350 3.4399  0.0776
H 0.5114 0.1692 0.1538  0.1334
H -3.4620 -2.2609 0.7805  0.0993
H -0.6440 -1.5956 -1.7330  0.1080
H 4.9914 -3.0045 -3.1161  0.1218
H -3.6475 1.9654 -0.5817  0.0821
H -3.3592 0.8194 5.1150  0.1277
H 0.0973 -2.3094 1.3642  0.1305
H 1.9729 3.5211 1.0018  0.0907
H -0.4418 -3.3466 -1.7562  0.1276
H 3.2036 -2.6504 3.3795  0.0967
H 0.5341 2.6980 1.6209  0.1034
H -1.0025 -0.8557 4.6482  0.0903
H 6.3919 -0.9422 -1.4660  0.1097
H 5.9956 -1.9193 0.6301  0.1001
H 4.7688 -1.2401 -3.1298  0.1283
H 6.0921 -3.5572 -0.0413  0.1123
H -2.0147 1.2980 -0.6101  0.0775
H -1.6341 -0.7847 0.1142  0.0934
H 6.3519 0.6516 3.7093  0.0860
H -4.2935 2.7841 1.4136  0.1200
H 3.7632 -2.4201 -4.6477  0.0849
H 3.9525 2.9234 1.9351  0.1346
H -1.2274 -2.5009 -4.5252  0.1171
H -0.0178 -2.5146 -6.7289  0.1056
H -1.9575 -3.1720 0.5106  0.0797
H 2.4744 -2.5450 -6.7708  0.1065
H -3.4296 0.2253 -0.7649  0.0900
H 5.7217 2.2934 3.9279  0.1027
H 1.4265 -2.2045 -0.1103  0.0440
H 1.1700 2.2820 0.0167  0.0930
H 6.4192 1.8288 2.3802  0.1002
H 4.6778 -1.0042 3.4831  0.1310
H 6.9645 -2.5395 -1.9758  0.1130
H 1.5440 -2.1512 3.6961  0.1010
H 3.8010 -3.6730 -0.0011  0.1331
H -2.6124 -1.4039 5.0663  0.0944
H -4.1402 3.4242 4.8582  0.0867
H 2.0254 -2.7132 2.0713  0.0777
H -0.1483 -1.2320 2.7247  0.0936

Cartesian forces (eV/Å) of the 6 atoms listed first:
N -0.18 0.18 0.16
C 0.27 -0.21 -0.13
C -0.30 0.02 -0.05
C 0.24 -0.14 0.07
C -0.34 0.16 0.02
C 0.04 -0.01 0.48

Values from the calculation:
DFT total energy	-1414.56703	hartree
lowest unoccupied orbital energy	-5.169	eV
HOMO-LUMO gap	4.62	eV
largest force on an atom	1.2	eV Å⁻¹
ΔE to the lowest compared entry with this formula, charge and spin	145.9	kJ/mol
charge	+1
highest occupied orbital energy	-9.79	eV

=====

# 2
C35H45Br2CrIN3O2PS3Sb | wB97M-V/def2-TZVPD

Each line ends with the Löwdin charge.
Positions of all 94 atoms, in Å:
I 1.5206 3.7656 1.5727  0.2054
Sb 2.5668 -2.0954 3.4968  0.4006
Br -5.6787 5.2615 3.8347  0.6539
Br -1.5059 2.6492 6.6175  0.7212
Cr 0.0114 1.5239 2.0341  0.2751
S 1.6645 0.3671 5.2603  -0.1632
S 1.8913 0.3329 3.1930  -0.2237
S 0.7962 -3.4713 4.0894  -0.2959
P 1.4429 -0.2003 -0.8534  0.8551
O 0.8387 0.6003 0.2638  -0.4331
O -0.5974 2.0440 3.7320  -0.3195
N -1.7430 -2.0566 3.3062  0.1109
N -1.6897 2.6162 1.4307  -0.0076
N -1.2222 -0.1561 2.3185  0.0262
C -3.4934 3.8740 4.9792  -0.2144
C -4.0262 4.2335 1.2536  -0.0875
C -3.2506 3.8906 0.1266  -0.0794
C 4.8959 0.0083 0.5022  -0.2003
C 3.0639 0.5734 -1.2389  -0.3276
C -3.5765 -2.7885 1.7095  -0.0382
C -1.5387 -0.2589 -3.7693  -0.1925
C 0.9800 -3.7481 -1.9863  -0.1980
C 0.6543 -2.5011 0.6535  -0.2415
C -4.0686 4.2241 3.7766  -0.6282
C 1.7131 -1.9244 -0.2996  -0.3251
C 4.9805 -1.0871 -1.7280  -0.2073
C -3.5203 3.8662 2.5284  -0.2224
C -2.2647 -0.7326 1.6158  -0.1989
C 0.6304 -0.2920 -2.4695  -0.3221
C -0.5032 -3.2245 -0.0153  -0.1826
C -4.2473 -2.3493 0.5806  -0.1126
C 3.8612 1.0095 0.0082  -0.2004
C 0.9959 0.7195 -3.5888  -0.1789
C -3.9517 -1.1110 -0.0090  -0.0973
C -1.2408 2.8974 -0.9557  -0.0847
C -1.4662 1.2315 -4.0858  -0.1891
C -1.7170 2.7414 3.7826  -0.3898
C -2.9650 -0.2853 0.4997  -0.0045
C -0.0417 1.7954 -3.9026  -0.1746
C -0.8882 -0.5471 -2.4201  -0.1787
C 2.1362 -2.9839 -1.3321  -0.1885
C -2.3436 3.0835 2.5724  -0.1533
C -2.1131 3.1309 0.2334  -0.3765
C -2.5877 -1.9560 2.2187  -0.2033
C 3.9564 -0.1039 -2.2967  -0.1884
C 5.8133 -0.4502 -0.6228  -0.2078
C 0.0158 -4.3161 -0.9464  -0.1906
C -2.3154 3.1387 4.9784  -0.6154
C -0.9515 -0.9635 3.3181  -0.2354
H -4.9212 4.8300 1.1661  0.0446
H 4.4787 -1.9652 -1.3118  0.0881
H -3.5388 4.2407 -0.8591  0.0907
H -0.0295 2.5580 -3.1261  0.0858
H 1.1453 0.1258 -4.4965  0.1141
H -1.3638 0.0676 -1.6533  0.0857
H -2.5811 -0.5856 -3.7507  0.1092
H 0.3100 -1.7251 1.3345  0.0572
H -1.1350 -3.6638 0.7598  0.1043
H -3.9461 4.1693 5.9149  0.0781
H -1.7916 3.1229 -1.8708  0.0623
H -1.8331 1.4243 -5.0969  0.1004
H -2.7591 0.6913 0.0777  0.0956
H -4.5196 -0.7876 -0.8735  0.0938
H 2.7028 1.5141 -1.6615  0.1076
H 4.3758 1.9399 -0.2574  0.1180
H -1.1442 -2.5266 -0.5560  0.0869
H 1.1750 -3.2231 1.2880  0.0236
H 2.5779 -1.7306 0.3524  0.0654
H 1.0947 -1.2294 -2.7988  0.0856
H -3.8109 -3.7381 2.1743  0.1064
H -0.8740 1.8702 -0.9899  0.0391
H 3.3567 -0.5958 -3.0698  0.0916
H -0.1904 -0.7909 4.0797  -0.0082
H 0.4287 -3.1051 -2.6806  0.0902
H 2.7374 -3.7146 -0.7778  0.1250
H 6.3641 0.4095 -1.0275  0.1104
H 3.1840 1.2832 0.8121  0.0114
H -5.0267 -2.9678 0.1517  0.0879
H 4.4069 -0.8642 0.9467  0.0729
H 6.5560 -1.1624 -0.2530  0.1047
H 5.6163 -1.4459 -2.5438  0.1073
H -1.0796 -1.5793 -2.1432  0.0843
H -1.4830 -2.8799 3.8288  0.0351
H 0.5498 -5.0589 -0.3417  0.1165
H 4.5104 0.6896 -2.8131  0.1183
H -1.0418 -0.8484 -4.5491  0.1117
H 1.9536 1.1980 -3.4090  0.0838
H 1.4005 -4.5555 -2.5943  0.1054
H -0.8100 -4.8394 -1.4377  0.1049
H 2.7946 -2.5731 -2.1009  0.0815
H 0.2819 2.2931 -4.8202  0.1048
H -2.1502 1.7453 -3.4077  0.0909
H 5.4636 0.4706 1.3123  0.1175
H -0.3554 3.5371 -0.8941  0.0399

Cartesian forces (eV/Å) of the 6 atoms listed first:
I 0.09 -0.03 -0.04
Sb 0.23 0.06 0.19
Br 0.00 0.00 0.00
Br -0.01 0.01 0.00
Cr -0.12 -0.15 -0.09
S 0.12 -0.06 -0.10

Values from the calculation:
multiplicity	6
DFT total energy	-9942.09454	hartree
lowest unoccupied orbital energy (spin up / spin down)	3.638 / 3.637	eV
HOMO-LUMO gap (spin up / spin down)	3.70 / 5.06	eV
largest force on an atom	1.0	eV Å⁻¹
ΔE to the lowest compared entry with this formula, charge and spin	178.7	kJ/mol
charge	-2
highest occupied orbital energy (spin up / spin down)	-0.06 / -1.42	eV

=====

# 3
C35H45ClF3KN2OPS2SbSe2 | wB97M-V/def2-TZVPD

Each line ends with the Löwdin charge.
Positions of all 94 atoms, in Å:
Sb -1.3118 -0.0760 -3.4119  1.3958
Se 4.5628 -2.6675 1.1892  0.1323
Se 2.0087 -0.1495 2.3057  0.2705
K -0.3080 0.5411 0.0145  0.3904
Cl -1.6114 -2.7671 3.1558  0.6319
S -1.4755 3.3169 -1.7424  0.5287
S 3.1003 -0.2290 -1.0296  0.7911
P 3.3844 -1.7368 2.7274  0.0530
F -2.8185 6.2397 -1.2214  0.1012
F -4.0004 6.3225 0.5774  0.0757
F -4.2400 4.6631 -0.7712  0.1130
O 1.6957 0.1261 -1.4083  -0.6959
N 0.4147 -3.1918 -1.1440  0.0470
N -0.4084 3.2335 0.6626  -0.0362
C -1.7643 -1.8065 -6.0666  -0.2100
C -3.3072 5.4639 -0.2305  -0.5993
C 0.3866 1.0891 -5.8435  -0.1980
C -1.3810 3.8014 -0.0951  -0.7632
C 5.4078 0.4722 5.5636  -0.0995
C 6.3605 -1.7300 5.5422  -0.1017
C -1.1402 4.3630 2.6418  -0.0879
C 0.8720 -4.8558 5.0244  -0.1183
C -3.2513 1.4184 2.8516  -0.1495
C 4.5161 0.0965 4.5635  -0.1186
C 0.9995 -3.5565 5.4996  -0.1120
C -2.2722 -1.1437 3.0006  -0.6164
C 2.4277 -3.0098 3.6375  -0.4094
C 4.5489 -1.1894 4.0436  -0.4053
C -2.3545 -0.3769 4.1402  -0.1700
C 1.5200 -5.2276 3.8569  -0.0996
C -2.8555 0.9245 4.0992  -0.1617
C 3.8559 -0.7735 -2.6040  -0.2961
C -0.3125 3.4880 1.9586  -0.1627
C -3.1838 0.6746 -4.1989  -0.4547
C 2.3019 -4.3080 3.1666  -0.1184
C 4.5360 0.4260 -3.2853  -0.2303
C 0.0419 1.3101 -4.3751  -0.4484
C -2.5899 -1.4550 0.5392  -0.1392
C 5.4803 -2.1008 4.5384  -0.1150
C -2.6892 -0.7056 1.6987  -0.4373
C 1.7670 -2.6360 4.8063  -0.1149
C -2.1118 5.0055 1.8922  -0.0418
C -3.1631 1.4661 -5.5031  -0.2005
C 3.9994 1.3404 -1.1064  -0.3103
C -3.1678 0.6558 1.7097  -0.1028
C -2.2430 4.7433 0.5387  -0.1486
C 4.0477 1.6957 -2.5843  -0.2400
C -1.0089 -1.7745 -4.7418  -0.4540
C 6.3286 -0.4384 6.0569  -0.1160
H 0.9370 1.2637 -3.7508  0.0100
H 4.9923 1.1672 -0.6812  0.0993
H -1.0454 4.5119 3.7078  0.0911
H 0.7942 0.0899 -6.0169  0.0487
H 7.0201 -0.1464 6.8387  0.0884
H 5.5171 -3.0983 4.1166  0.0853
H 5.6200 0.3451 -3.1692  0.1021
H 3.4534 2.0390 -0.4741  0.0960
H -3.5555 1.3068 -3.3898  0.0225
H 4.7018 2.5478 -2.7788  0.1067
H -2.8438 0.8552 -6.3490  0.0387
H -1.2472 -2.6488 -4.1334  0.0259
H -4.1536 1.8676 -5.7409  0.0583
H -2.9700 -1.0429 -0.3890  0.0055
H -1.4373 -1.0069 -6.7328  0.0405
H 5.3744 1.4815 5.9566  0.0935
H 0.4660 2.9373 2.4818  0.0959
H 1.1354 1.8089 -6.1924  0.0578
H 7.0775 -2.4492 5.9207  0.0919
H -2.0061 -0.8106 5.0710  0.0835
H -0.3857 2.2989 -4.2011  0.0014
H -2.7883 5.7069 2.3622  0.1092
H 2.8142 -4.5837 2.2531  0.0424
H -2.8391 -1.6797 -5.9180  0.0507
H 0.9306 -4.0343 -0.9100  -0.0010
H 1.8291 -1.6112 5.1529  0.0982
H 3.0419 1.9596 -2.9162  0.0991
H 3.0047 -1.1606 -3.1640  0.0864
H -0.4887 1.1962 -6.4860  0.0407
H 0.9967 -2.4322 -0.8006  -0.0177
H -3.8651 -0.1789 -4.2646  0.0344
H 0.0708 -1.8282 -4.9089  0.0303
H -2.9072 1.5314 4.9938  0.0655
H -3.6217 2.4350 2.7649  0.0859
H -1.6194 -2.7551 -6.5956  0.0550
H 4.3235 0.4447 -4.3555  0.1020
H 0.2513 -5.5686 5.5538  0.0924
H -3.4793 1.0877 0.7621  0.1019
H 4.5376 -1.5963 -2.3893  0.0764
H -0.3988 -3.1687 -0.5334  -0.0078
H 1.4105 -6.2337 3.4695  0.0931
H 0.4750 -3.2509 6.3964  0.0978
H -2.3079 -2.4975 0.5646  -0.0210
H -2.4811 2.3154 -5.4323  0.0567
H 3.7844 0.7961 4.1770  0.0397

Cartesian forces (eV/Å) of the 6 atoms listed first:
Sb 0.10 -0.01 0.23
Se 0.06 -0.05 0.00
Se 0.13 0.14 -0.02
K -0.54 0.04 0.19
Cl -0.02 0.00 -0.01
S -0.12 0.07 0.05

Values from the calculation:
DFT total energy	-9086.13898	hartree
lowest unoccupied orbital energy	3.804	eV
HOMO-LUMO gap	4.29	eV
largest force on an atom	0.6	eV Å⁻¹
ΔE to the lowest compared entry with this formula, charge and spin	81.2	kJ/mol
charge	-2
highest occupied orbital energy	-0.48	eV

=====

Among the records above, which one has the lowest DFT total energy?
C35H45Br2CrIN3O2PS3Sb